No. 1
The following is a quantum chemistry calculation of an isolated molecule of CH10SSi3, from OMol25.

CARTESIAN COORDINATES (ANGSTROEM)
Si 2.365 -0.859 -0.021
Si 0.889 0.214 1.299
Si -0.728 1.488 -0.042
C -2.083 -0.048 -0.776
S -2.886 -0.752 0.665
H 1.523 -1.536 -1.213
H 3.151 0.188 -0.672
H 3.434 -1.675 0.584
H 1.847 1.120 1.850
H 0.663 -0.618 2.579
H -1.388 2.450 0.793
H -0.030 1.839 -1.359
H -2.708 0.285 -1.538
H -1.585 -0.699 -1.428
H -3.814 -1.433 0.027

Properties
E_HOMO ... -9.09 eV
Relative energy (zero: lowest compared OMol25 entry of this formula, charge and spin) ... 13.99 kcal/mol
Gap between HOMO and LUMO ... 9.5 eV
Structure (SMILES) ... [SiH3][SiH2][SiH2]CS
Net charge ... 0
Molecular weight ... 138.42 g/mol

No. 2
The following is a quantum chemistry calculation of a structure of composition C51H48N6O2P2Re, from OMol25.

CARTESIAN COORDINATES (ANGSTROEM)
Re 0.566 0.512 0.237
C 3.663 2.471 -1.844
C 3.283 1.300 -2.710
C 3.529 1.336 -4.075
C 3.226 0.255 -4.888
C 2.725 -0.907 -4.324
C 2.475 -0.983 -2.961
C 2.184 -2.299 -2.305
C 2.690 0.148 -2.164
N 2.418 0.115 -0.764
C 3.549 0.039 0.019
O 4.643 -0.309 -0.360
C 3.316 0.489 1.416
C 4.305 0.547 2.381
C 3.971 1.014 3.645
C 2.665 1.423 3.893
C 1.745 1.347 2.866
N 2.073 0.892 1.660
C 0.345 1.831 2.974
O -0.045 2.339 4.002
N -0.410 1.643 1.830
C -1.607 2.426 1.850
C -1.489 3.836 1.773
C -0.157 4.511 1.594
C -2.638 4.606 1.836
C -3.884 4.022 2.005
C -3.989 2.646 2.090
C -2.867 1.830 2.001
C -3.036 0.349 2.164
H 3.745 3.378 -2.441
H 2.947 2.642 -1.038
H 4.640 2.288 -1.391
H 3.981 2.222 -4.505
H 3.423 0.302 -5.950
H 2.562 -1.785 -4.936
H 1.851 -3.042 -3.027
H 3.103 -2.656 -1.833
H 1.445 -2.193 -1.517
H 5.301 0.222 2.114
H 4.717 1.056 4.427
H 2.339 1.808 4.849
H 0.538 3.895 1.020
H -0.272 5.470 1.091
H 0.290 4.705 2.570
H -2.552 5.684 1.760
H -4.769 4.641 2.071
H -4.958 2.191 2.256
H -3.937 0.017 1.654
H -2.184 -0.196 1.768
H -3.141 0.093 3.220
N -0.845 -2.205 0.287
P 0.219 -1.612 1.476
C -0.582 -1.999 3.055
C -0.828 -1.084 4.071
C -1.396 -1.506 5.264
C -1.735 -2.837 5.441
C -1.500 -3.753 4.423
C -0.910 -3.346 3.240
C 1.673 -2.687 1.537
C 1.906 -3.717 0.634
C 3.063 -4.475 0.736
C 3.989 -4.198 1.730
C 3.755 -3.174 2.639
C 2.600 -2.419 2.545
P -0.941 -1.149 -1.045
C -0.850 -2.287 -2.471
C -1.035 -1.781 -3.757
C -1.073 -2.641 -4.841
C -0.945 -4.010 -4.651
C -0.773 -4.518 -3.372
C -0.710 -3.659 -2.286
C -2.638 -0.550 -1.277
C -3.759 -1.217 -0.796
C -5.024 -0.761 -1.129
C -5.175 0.348 -1.950
C -4.058 1.009 -2.442
C -2.791 0.562 -2.107
H -1.530 -2.928 0.474
H -0.592 -0.042 3.951
H -1.572 -0.781 6.048
H -2.178 -3.163 6.372
H -1.768 -4.793 4.557
H -0.682 -4.077 2.471
H 1.183 -3.938 -0.139
H 3.247 -5.279 0.037
H 4.889 -4.793 1.806
H 4.475 -2.977 3.423
H 2.398 -1.639 3.274
H -1.160 -0.718 -3.917
H -1.216 -2.244 -5.837
H -0.977 -4.680 -5.500
H -0.688 -5.585 -3.217
H -0.559 -4.076 -1.300
H -3.651 -2.094 -0.168
H -5.897 -1.276 -0.751
H -6.165 0.687 -2.226
H -4.183 1.860 -3.100
H -1.913 1.055 -2.510
C -2.380 4.686 -2.119
N -1.308 3.713 -1.986
C -0.309 3.471 -2.897
C 0.453 2.474 -2.379
N -0.062 2.112 -1.149
C -1.138 2.878 -0.964
H -2.901 4.536 -3.063
H -1.979 5.698 -2.103
H -3.079 4.565 -1.295
H -0.211 4.017 -3.819
H 1.303 1.982 -2.812
H -1.804 2.842 -0.122

Properties
E_HOMO (alpha / beta) ... -13.17 / -13.27 eV
Spin multiplicity ... 2
<S²> ... 0.770
Gap between HOMO and LUMO (alpha / beta) ... 5.5 / 6.0 eV
Net charge ... +2
Molecular weight ... 1025.14 g/mol

No. 3
The following is a quantum chemistry calculation of a structure of composition C23H39Cl2FeN6O3, from OMol25.

CARTESIAN COORDINATES (ANGSTROEM)
O 1.086 1.983 -2.334
C 0.741 1.853 -3.511
C 1.439 2.609 -4.530
C 2.106 3.804 -4.186
H 1.977 4.193 -3.186
C 2.912 4.432 -5.123
H 3.442 5.343 -4.852
C 3.043 3.911 -6.419
H 3.657 4.424 -7.162
C 2.377 2.726 -6.778
H 2.472 2.311 -7.795
C 1.585 2.069 -5.832
H 1.064 1.127 -6.062
H 0.075 0.771 -4.016
C -2.103 1.613 -4.147
C -1.066 0.681 -3.625
H -3.076 1.101 -4.005
H -1.969 1.850 -5.214
H -2.111 2.598 -3.648
C -1.187 -0.320 -2.742
C -2.215 -0.452 -1.676
H -0.434 -1.110 -2.720
H -3.232 -0.461 -2.062
H -2.121 0.345 -0.930
H -2.021 -1.367 -1.122
Fe 1.671 1.479 -0.639
Cl -0.201 2.366 0.260
Cl 2.407 -0.460 -1.959
C -1.258 0.583 2.936
O -0.243 -0.128 2.988
N -2.383 0.330 3.639
C -2.412 -0.814 4.533
C -3.412 1.340 3.820
H -1.320 1.481 2.295
H -1.728 -1.577 4.156
H -3.435 -1.200 4.568
H -2.118 -0.528 5.552
H -3.364 2.044 2.983
H -3.272 1.899 4.760
H -4.398 0.861 3.844
H 1.139 -6.359 0.821
H 2.759 -5.917 -0.931
C 0.370 -5.789 0.289
C 2.023 -5.323 -1.484
N 1.018 -4.815 -0.565
H -0.283 -5.282 0.999
C 0.681 -3.503 -0.530
O -0.124 -2.997 0.256
H 2.522 -4.473 -1.959
H 1.215 -2.904 -1.301
H -0.205 -6.509 -0.308
H 1.576 -5.959 -2.261
C 2.641 1.695 2.161
N 2.719 0.859 0.913
C 2.327 -0.544 1.296
N 3.193 -1.094 2.344
C 3.130 -0.201 3.534
N 3.535 1.188 3.224
C 4.913 1.165 2.693
N 5.045 0.295 1.504
C 4.161 0.823 0.462
C 4.595 -1.072 1.861
H 1.610 1.657 2.527
H 2.930 2.727 1.926
H 2.395 -1.170 0.398
H 1.296 -0.530 1.684
H 3.828 -0.611 4.275
H 2.099 -0.208 3.915
H 5.206 2.188 2.414
H 5.582 0.777 3.469
H 4.233 0.177 -0.420
H 4.484 1.846 0.219
H 5.229 -1.437 2.679
H 4.677 -1.724 0.980

Properties
E_HOMO (alpha / beta) ... -6.91 / -8.32 eV
Relative energy (zero: lowest compared OMol25 entry of this formula, charge and spin) ... 11.22 kcal/mol
Spin multiplicity ... 6
<S²> ... 8.768
Gap between HOMO and LUMO (alpha / beta) ... 6.2 / 7.6 eV
Net charge ... 0
Molecular weight ... 574.36 g/mol

No. 4
The following is a quantum chemistry calculation of a structure of composition C14H17IN2O2Pt, from OMol25.

CARTESIAN COORDINATES (ANGSTROEM)
C -1.470 -3.517 -0.816
C -1.156 -2.510 0.357
H -2.142 -3.107 -1.563
H -1.979 -4.366 -0.338
H -0.566 -3.910 -1.277
H -1.794 -1.564 0.207
H -1.494 -2.783 1.356
H -0.009 -2.539 0.557
C -0.805 1.162 -2.578
C -0.992 2.487 -2.959
C -1.117 3.469 -1.974
C -1.043 3.095 -0.639
H -0.684 0.352 -3.298
H -1.031 2.724 -4.017
H -1.263 4.514 -2.240
H -1.118 3.809 0.177
N -0.698 0.823 -1.290
C -0.824 1.749 -0.309
C -0.633 1.265 1.043
N -0.299 -0.046 1.150
C -0.043 -0.603 2.349
C -0.438 1.506 3.439
C -0.100 0.153 3.512
H 0.180 -1.668 2.353
H 0.121 -0.339 4.455
C -0.705 2.063 2.193
H -0.966 3.109 2.062
H -0.491 2.115 4.338
Pt -0.207 -1.212 -0.640
I 0.580 -2.074 -3.004
C 3.980 -0.835 -0.315
O 2.646 -1.390 -0.275
C 1.679 -0.472 -0.485
O 1.962 0.712 -0.572
H 4.155 -0.302 -1.256
H 4.632 -1.705 -0.237
H 4.133 -0.162 0.535

Properties
E_HOMO (alpha / beta) ... -14.06 / -15.89 eV
Relative energy (zero: lowest compared OMol25 entry of this formula, charge and spin) ... 40.19 kcal/mol
Spin multiplicity ... 5
<S²> ... 6.014
Gap between HOMO and LUMO (alpha / beta) ... 6.9 / 5.1 eV
Net charge ... +2
Molecular weight ... 567.28 g/mol